The following is a DFT calculation (ωB97M-V/def2-TZVPD) of 11 unconnected molecules or ions with the total composition C17H56N8O11 at a distorted geometry.

```
92
Properties=species:S:1:pos:R:3:forces:R:3
N -2.192903 -2.841518 -2.094856 1.6 0.7 -0.4
C -1.711420 -3.367937 -0.975471 -2.7 -2.5 3.1
N -0.402092 -3.254443 -0.953752 1.4 1.5 -0.2
O -2.433658 -3.981043 -0.001864 2.9 2.4 -4.1
H -1.592320 -2.279979 -2.739263 -1.0 -0.7 0.9
H -3.136769 -2.917833 -2.164196 -3.2 0.3 -0.7
H 0.113466 -3.898182 -0.453822 1.3 -1.1 1.3
H 0.036914 -2.521293 -1.528131 -0.1 -0.8 0.3
N -0.968259 0.898950 3.665546 3.7 0.3 0.6
C -1.855302 1.388995 2.846526 -6.8 -7.1 3.3
N -1.471424 2.419672 2.272725 -1.5 6.5 -5.7
O -3.129259 0.784199 2.767886 5.8 3.1 0.0
H -1.249583 0.197355 4.275904 -0.5 -2.0 0.7
H 0.072802 1.077640 3.539332 -3.0 0.0 0.1
H -2.193053 2.827077 1.667167 0.6 -0.2 0.1
H -0.613460 2.921984 2.292294 0.5 -0.3 0.7
N 2.264074 3.248689 -0.074374 -3.5 1.6 -0.4
C 3.133671 2.287213 -0.010933 -0.5 -6.7 -6.5
N 3.959723 2.305036 0.971817 3.5 -1.8 2.7
O 3.103598 1.267055 -0.999273 0.6 5.2 4.7
H 1.577847 3.107912 -0.871681 1.1 0.4 1.1
H 1.875757 3.540237 0.838973 0.3 0.1 -1.1
H 4.645706 1.545016 1.160346 -1.1 0.8 -0.6
H 3.859238 2.970296 1.707611 0.1 0.5 0.1
N -1.156850 -3.655242 2.915422 3.2 -4.0 3.9
C -1.604886 -2.460827 3.039444 2.3 5.3 7.7
N -2.240443 -1.954770 2.047344 -2.2 3.2 -2.3
O -1.330724 -1.688410 4.116675 -0.8 -3.5 -3.4
H -0.584460 -4.198748 3.692954 -2.0 2.1 -2.5
H -1.318885 -4.031572 2.049303 -0.3 -1.9 -2.4
H -2.640669 -0.987087 2.206166 0.0 -1.0 0.1
H -2.655753 -2.583295 1.392503 -0.4 -0.4 -0.8
C -1.448681 2.829105 -2.864288 -2.2 0.4 0.7
C -0.244647 3.716732 -2.588988 -6.0 4.9 1.5
C -0.484431 4.400772 -1.219465 0.2 1.0 -0.5
O 0.901577 3.180843 -2.557827 6.1 -3.4 1.4
H -2.299484 3.360899 -3.358966 0.8 0.1 0.2
H -2.019444 2.426744 -1.933934 1.7 0.2 -1.3
H -1.184824 2.089240 -3.588011 0.1 -1.0 -0.2
H -0.188220 4.591033 -3.241810 -0.7 0.1 -0.8
H 0.134952 5.282818 -0.936847 0.3 -0.9 -0.5
H -0.474440 3.684516 -0.417954 -0.3 -0.4 0.4
H -1.437635 4.857843 -1.345762 -1.2 0.1 0.4
H 1.157651 2.816686 -3.377736 0.7 -0.8 -1.3
C 2.905700 -2.876669 -2.504832 -1.6 0.8 -0.4
C 3.418218 -1.899024 -1.496111 -2.6 -6.5 2.9
C 4.248234 -2.693208 -0.555917 -0.7 -0.6 2.1
O 4.085408 -0.967875 -1.960916 5.4 6.7 -5.1
H 1.995478 -3.327908 -2.153355 -0.8 0.0 0.0
H 3.482105 -3.715520 -2.707759 1.8 -1.3 -0.4
H 2.735739 -2.336596 -3.409848 -0.4 0.1 -0.8
H 2.593731 -1.474997 -0.978786 -1.5 0.0 1.0
H 5.100905 -3.232876 -0.836374 1.4 -0.2 -1.6
H 3.672444 -3.477958 -0.156985 -1.2 -1.3 0.8
H 4.540983 -2.149778 0.300132 0.4 1.1 1.0
H 3.937996 -0.151149 -1.489673 -0.1 1.0 0.3
C -3.779023 0.292193 -2.182410 2.3 1.5 0.7
C -4.174518 0.621142 -0.742420 -6.0 -3.3 -3.2
C -4.774843 -0.695960 -0.117106 -1.0 2.1 -0.6
O -3.282439 1.137016 -0.022629 7.2 2.4 4.0
H -2.824153 -0.284771 -2.213161 -0.7 0.3 0.1
H -3.597657 1.202392 -2.747188 0.2 0.2 0.0
H -4.512108 -0.192689 -2.711818 -1.9 -1.5 -1.1
H -4.885410 1.422696 -0.639572 -1.7 0.0 -1.2
H -5.655587 -1.022642 -0.701384 0.5 0.0 0.2
H -5.103554 -0.440642 0.898649 0.4 -0.5 -0.1
H -3.975244 -1.390222 -0.202614 0.5 -1.1 0.4
H -2.530252 0.519406 0.082845 0.0 0.3 0.2
C 1.851037 0.712655 4.324143 1.2 -1.7 3.0
O 1.713544 1.556990 3.246466 -0.5 0.1 -1.5
H 2.824233 0.821356 4.807237 0.1 0.0 -0.1
H 1.743533 -0.328812 4.090703 0.2 -0.5 -1.0
H 1.117449 0.771446 5.127318 -0.3 0.9 0.0
H 2.230115 2.319810 3.420378 0.5 1.1 0.2
C 0.906308 -0.109040 -3.211402 0.1 0.7 1.4
O -0.174731 -0.745563 -2.520532 0.3 -1.4 -2.8
H 0.567313 0.877256 -3.587333 0.0 -0.9 -0.6
H 1.280453 -0.835402 -3.949592 -0.2 0.7 0.2
H 1.689371 0.192428 -2.483866 -0.1 -0.5 -0.5
H -0.373914 -0.448412 -1.664020 -0.3 1.0 1.8
C 1.830106 -1.690271 1.789936 0.6 -0.3 1.3
O 2.668826 -0.588654 1.494080 0.0 0.9 1.1
H 1.928412 -2.311862 0.947510 0.2 -1.2 -0.9
H 0.795809 -1.448859 1.832671 -1.0 0.6 0.2
H 2.041923 -2.293894 2.736850 0.2 1.0 -1.0
H 2.379514 0.232265 1.965176 0.2 -1.2 -0.5
C 0.066494 0.470585 0.178159 0.7 -1.5 0.9
O -1.025317 -0.446851 0.043949 -0.1 0.1 -1.1
H -0.336960 1.400120 -0.112022 -0.1 1.2 -1.0
H 1.028986 0.166511 -0.379535 -1.5 0.5 1.0
H 0.200599 0.577906 1.249120 0.8 0.0 0.1
H -1.148257 -1.118447 0.737105 0.4 0.1 0.3
```
Positions in Å, forces in eV/Å.

Summary:
Spin multiplicity = 1
Molar mass = 548.680 g mol⁻¹
SMILES string = NC(N)=O.NC(N)=O.NC(N)=O.NC(N)=O.CC(C)O.CC(C)O.CC(C)O.CO.CO.CO.CO
Total charge = 0
Orbital gap = 7.80 eV
E = -52975.5011 eV